1.
Below is one molecule with the formula C3H6N2O, with properties calculated with wB97M-V/def2-TZVPD.

Each line ends with the Löwdin charge.
Positions of all 12 atoms, in Å:
C -0.310 -0.525 -0.020  -0.20
C -1.716 -0.839 -0.012  -0.14
C 1.709 0.653 -0.089  -0.14
N -3.158 1.096 0.057  0.19
N 0.269 0.616 0.172  -0.02
O -2.823 -0.213 -0.107  -0.12
H 0.284 -1.336 -0.108  0.06
H -1.847 -1.879 -0.393  0.12
H 2.191 -0.260 -0.127  0.03
H 1.749 0.870 -1.166  0.08
H 2.140 1.441 0.647  0.11
H -4.123 1.087 0.005  0.03

The LUMO energy (spin up / spin down) comes out at 0.904 / -1.433 eV. Its spin multiplicity is 3. The calculation puts the energy above the lowest of the compared OMol25 structures with the same formula, charge and spin at 187.3 kJ/mol.


2.
Below is one molecule with the formula C5H5N3, with properties calculated with wB97M-V/def2-TZVPD.

Each line ends with the Löwdin charge.
Positions of all 13 atoms, in Å:
C -1.376 0.882 -0.189  -0.13
C -1.136 -1.260 0.055  -0.16
C 2.045 -0.338 -0.013  -0.13
C 1.420 0.941 0.022  -0.02
C 0.068 0.538 -0.148  -0.20
H -1.738 1.221 0.902  0.17
H -1.858 1.471 -0.887  0.08
H -1.245 -2.375 0.201  0.16
H 3.159 -0.625 -0.133  0.12
H 1.649 2.109 0.439  0.17
N -2.161 -0.402 -0.003  0.07
N 0.052 -0.809 -0.087  -0.22
N 1.122 -1.352 -0.159  0.07

The LUMO energy comes out at 0.626 eV. The calculation puts the energy above the lowest of the compared OMol25 structures with the same formula, charge and spin at 290.9 kJ/mol. The structure (SMILES) is C1=NCc2ccnn21.


3.
Below is C28H24N2PPtSSbSe4 as an isolated structure, with properties calculated with wB97M-V/def2-TZVPD.

Each line ends with the Löwdin charge.
Positions of all 62 atoms, in Å:
Pt -0.216 -0.786 -1.706  0.20
C 5.943 -1.714 -2.294  -0.11
C 5.706 -1.824 -0.933  -0.10
C 4.440 -1.591 -0.427  -0.10
C 3.402 -1.241 -1.286  -0.33
C 3.645 -1.137 -2.651  -0.09
C 4.910 -1.377 -3.156  -0.09
P 1.769 -0.737 -0.655  0.80
C 1.786 -1.521 0.973  -0.42
C 1.844 -2.910 1.019  -0.13
C 1.810 -3.566 2.232  -0.09
C 1.711 -2.835 3.405  -0.11
C 1.613 -1.455 3.359  -0.10
C 1.648 -0.793 2.147  -0.13
C 2.064 1.023 -0.371  -0.30
C 3.226 1.563 0.129  -0.09
C 3.339 2.950 0.275  -0.10
C 2.279 3.760 -0.036  -0.05
C 1.069 3.229 -0.530  -0.18
C -0.038 4.042 -0.832  -0.08
C -1.174 3.478 -1.339  -0.11
C -1.245 2.105 -1.599  -0.19
C -0.199 1.243 -1.349  -0.35
C 0.965 1.828 -0.755  -0.20
H 6.936 -1.898 -2.685  0.09
H 6.510 -2.096 -0.258  0.09
H 4.253 -1.684 0.636  0.10
H 2.822 -0.874 -3.308  0.10
H 5.089 -1.305 -4.222  0.10
H 1.895 -3.470 0.094  0.04
H 1.863 -4.646 2.259  0.10
H 1.675 -3.348 4.355  0.09
H 1.501 -0.887 4.273  0.09
H 1.546 0.283 2.098  0.10
H 4.055 0.922 0.405  0.10
H 4.265 3.379 0.645  0.09
H 2.355 4.835 0.091  0.10
H 0.030 5.108 -0.659  0.09
H -2.026 4.101 -1.581  0.09
H -2.171 1.739 -2.026  0.01
Se -3.798 -3.890 -4.868  -0.39
Sb -2.730 -3.283 -2.692  -0.05
Se -2.188 -0.727 -2.956  -0.09
Se 0.314 -3.086 -2.165  -0.08
Se -4.569 -3.416 -0.989  -0.21
C -6.380 -1.024 1.066  -0.05
C -5.183 -0.154 1.130  -0.29
C -5.219 1.191 1.420  0.00
C -4.005 1.905 1.330  -0.33
N -2.854 1.312 1.145  0.11
C -2.812 -0.017 0.966  -0.81
S -1.395 -0.887 0.931  0.69
N -3.997 -0.718 0.889  0.08
C -4.003 3.399 1.425  -0.03
H -7.282 -0.496 1.361  0.07
H -6.233 -1.900 1.693  0.09
H -6.475 -1.404 0.049  0.05
H -6.151 1.686 1.645  0.10
H -3.973 -1.699 0.568  -0.03
H -5.019 3.780 1.492  0.06
H -3.517 3.801 0.540  0.07
H -3.426 3.736 2.284  0.08

The LUMO energy (spin up / spin down) comes out at 3.955 / 3.954 eV. Its total charge is -2.


4.
Below is C35H59CrN6O2P2S2 as an isolated structure, with properties calculated with wB97M-V/def2-TZVPD.

Each line ends with the Löwdin charge.
Positions of all 107 atoms, in Å:
Cr 0.313 0.048 0.721  0.66
N 3.113 0.253 3.694  0.15
C 2.409 -0.670 4.408  -0.03
C 1.281 -0.937 3.697  -0.09
N 1.255 -0.202 2.535  0.03
C 2.392 0.519 2.566  -0.23
C 2.617 1.438 1.531  -0.23
N 1.715 1.466 0.543  0.02
C 2.082 2.500 -0.270  -0.05
C 3.208 3.094 0.217  -0.03
N 3.547 2.422 1.357  0.15
H 4.001 0.644 3.957  0.17
H 2.754 -1.061 5.343  0.13
H 0.493 -1.602 3.990  0.11
H 1.519 2.755 -1.144  0.11
H 3.777 3.921 -0.152  0.13
H 4.335 2.626 1.945  0.17
C -6.222 -2.269 -4.595  -0.04
C -5.316 -1.178 -4.048  -0.51
C -5.820 0.219 -4.384  -0.05
O -4.011 -1.342 -4.614  -0.33
P -2.690 -1.239 -3.695  -0.10
S -2.019 -3.035 -3.125  0.20
S -2.980 0.041 -2.205  0.41
O -1.631 -0.522 -4.659  -0.35
C -1.361 -0.758 -6.047  -0.46
C -1.892 -2.097 -6.523  -0.07
C -1.915 0.425 -6.835  -0.03
H -7.183 -2.232 -4.090  0.08
H -5.773 -3.245 -4.433  0.08
H -6.378 -2.125 -5.660  0.08
H -5.243 -1.267 -2.956  0.08
H -5.933 0.332 -5.460  0.08
H -5.115 0.964 -4.022  0.05
H -6.782 0.388 -3.909  0.08
H -0.262 -0.768 -6.110  0.12
H -2.980 -2.093 -6.513  0.07
H -1.537 -2.878 -5.851  0.04
H -1.544 -2.309 -7.531  0.09
H -3.002 0.388 -6.839  0.08
H -1.550 0.408 -7.859  0.08
H -1.615 1.359 -6.359  0.06
C -6.128 -2.621 0.742  -0.19
C -5.879 -1.218 0.200  -0.18
C -4.562 -0.639 0.746  -0.22
C -3.547 -1.760 1.010  -0.41
C -3.726 -2.850 -0.043  -0.23
C -5.048 -3.582 0.224  -0.17
P -1.771 -1.215 1.320  1.13
C -2.005 -0.152 2.860  -0.44
C -2.998 -0.539 3.965  -0.18
C -3.504 0.712 4.696  -0.19
C -2.378 1.727 4.863  -0.19
C -1.901 2.258 3.503  -0.18
C -2.260 1.283 2.381  -0.23
C -0.945 -2.833 1.828  -0.41
C -0.198 -3.345 0.587  -0.23
C 0.749 -4.483 0.967  -0.17
C 0.032 -5.581 1.773  -0.18
C -1.465 -5.315 1.877  -0.20
C -1.736 -3.956 2.523  -0.17
H -7.117 -2.978 0.444  0.11
H -6.116 -2.591 1.835  0.11
H -6.705 -0.561 0.474  0.11
H -5.848 -1.263 -0.889  0.09
H -4.780 -0.111 1.675  0.10
H -4.166 0.071 0.022  0.03
H -3.808 -2.215 1.975  0.08
H -2.916 -3.576 -0.030  0.07
H -3.742 -2.397 -1.032  0.02
H -4.886 -4.372 0.963  0.11
H -5.382 -4.056 -0.701  0.12
H -1.008 -0.129 3.308  0.06
H -2.489 -1.190 4.679  0.12
H -3.858 -1.086 3.583  0.09
H -3.891 0.427 5.675  0.12
H -4.323 1.175 4.145  0.12
H -1.552 1.241 5.384  0.11
H -2.709 2.554 5.490  0.11
H -0.816 2.389 3.524  0.10
H -2.351 3.230 3.299  0.11
H -1.642 1.488 1.490  0.08
H -3.302 1.410 2.100  0.11
H -0.148 -2.514 2.504  0.06
H 0.392 -2.510 0.178  0.06
H -0.886 -3.667 -0.195  0.09
H 1.572 -4.067 1.556  0.10
H 1.175 -4.901 0.055  0.11
H 0.445 -5.622 2.782  0.11
H 0.194 -6.556 1.313  0.11
H -1.931 -6.092 2.484  0.12
H -1.918 -5.366 0.888  0.11
H -1.423 -4.003 3.571  0.12
H -2.810 -3.779 2.512  0.09
N 1.124 1.143 -5.099  0.16
C 0.775 0.848 -3.823  -0.31
C 1.357 -0.235 -3.138  0.02
C 1.003 -0.481 -1.836  -0.13
N 0.111 0.253 -1.162  -0.15
C -0.446 1.285 -1.806  -0.26
C -0.125 1.637 -3.099  -0.03
H 1.611 0.443 -5.633  0.11
H 0.531 1.764 -5.626  0.10
H 2.062 -0.873 -3.644  0.12
H 1.444 -1.324 -1.312  0.11
H -1.166 1.860 -1.241  0.09
H -0.616 2.475 -3.566  0.13

The LUMO energy (spin up / spin down) comes out at -3.589 / -3.720 eV. Its total charge is +1. Its spin multiplicity is 5. The calculation puts the energy above the lowest of the compared OMol25 structures with the same formula, charge and spin at 164.7 kJ/mol.


5.
Below is one molecule with the formula C3H4BNO2, with properties calculated with wB97M-V/def2-TZVPD.

Each line ends with the Löwdin charge.
Positions of all 11 atoms, in Å:
B -0.575 -0.725 -0.007  -0.67
C 1.970 -0.053 0.080  -0.28
C 0.180 1.864 -0.011  0.23
C 0.640 0.234 0.077  -0.05
N 3.096 -0.243 0.030  0.17
O -0.265 -2.094 -0.013  0.18
O -1.821 -0.242 0.136  0.18
H 1.039 2.573 -0.098  0.07
H -0.841 1.958 -0.123  0.00
H -0.929 -2.592 0.321  0.04
H -2.494 -0.679 -0.392  0.12

The LUMO energy (spin up / spin down) comes out at -1.262 / -0.777 eV. The calculation puts the energy above the lowest of the compared OMol25 structures with the same formula, charge and spin at 183.4 kJ/mol. The structure (SMILES) is C=C(C#N)B(O)O.


6.
Below is one molecule with the formula C17H27ClN2O3S2, with properties calculated with wB97M-V/def2-TZVPD.

Each line ends with the Löwdin charge.
Positions of all 52 atoms, in Å:
C -2.011 -4.057 -1.252  -0.18
C -0.660 -3.389 -1.350  -0.55
S -0.264 -2.666 0.256  0.95
C 1.164 -1.657 -0.217  -0.57
C 2.336 -2.484 -0.634  -0.11
C 1.562 -0.814 0.967  -0.52
O 2.530 -1.134 1.611  0.07
N 0.857 0.311 1.245  -0.10
C 1.287 1.076 2.376  -0.03
C -0.329 0.793 0.604  -0.16
C -1.599 0.577 1.401  -0.21
O -2.701 1.105 0.713  -0.12
C -3.223 0.274 -0.291  -0.19
C -4.099 1.120 -1.192  -0.12
N -3.511 1.552 -2.426  -0.09
C -3.490 0.604 -3.491  -0.04
C -3.012 2.814 -2.520  -0.42
O -3.071 3.597 -1.602  0.09
C -2.396 3.212 -3.866  -0.25
C -1.089 2.841 -4.317  -0.36
C -0.151 2.046 -3.498  -0.03
C -0.803 3.330 -5.531  -0.37
S -2.094 4.238 -6.163  1.02
C -3.032 3.955 -4.765  -0.99
Cl -4.615 4.576 -4.635  0.69
H -2.279 -4.490 -2.215  0.07
H -1.998 -4.857 -0.511  0.07
H -2.790 -3.348 -0.961  0.06
H 0.100 -4.120 -1.627  0.07
H -0.658 -2.605 -2.115  0.08
H 0.867 -1.003 -1.050  0.11
H 3.195 -1.844 -0.834  0.09
H 2.613 -3.182 0.150  0.09
H 2.094 -3.040 -1.541  0.07
H 2.243 0.700 2.703  0.08
H 1.383 2.124 2.083  0.10
H 0.577 1.002 3.204  0.10
H -0.217 1.870 0.425  0.14
H -0.457 0.336 -0.378  0.10
H -1.718 -0.493 1.624  0.11
H -1.566 1.115 2.351  0.13
H -2.428 -0.237 -0.856  0.11
H -3.841 -0.511 0.180  0.13
H -4.989 0.539 -1.460  0.13
H -4.437 1.988 -0.638  0.13
H -3.123 1.068 -4.399  0.09
H -2.848 -0.251 -3.248  0.09
H -4.503 0.235 -3.674  0.10
H 0.850 2.073 -3.920  0.08
H -0.104 2.445 -2.480  0.09
H -0.475 1.001 -3.427  0.08
H 0.112 3.220 -6.088  0.08

The LUMO energy comes out at 0.397 eV. The calculation puts the energy above the lowest of the compared OMol25 structures with the same formula, charge and spin at 53.0 kJ/mol. The structure (SMILES) is CCS[C@H](C)C(=O)N(C)CCOCCN(C)C(=O)c1c(C)csc1Cl.


7.
Below is a 11-piece molecular cluster, C41H120F3N10O13S overall, with properties calculated with wB97M-V/def2-TZVPD.

Each line ends with the Löwdin charge.
Positions of all 188 atoms, in Å:
C -22.032 7.209 7.879  -0.01
C -20.885 7.627 8.781  -0.28
C -19.556 6.911 8.356  -0.16
O -18.552 7.195 9.297  -0.22
C -18.521 6.342 10.399  -0.11
N -20.628 9.162 8.693  0.26
H -20.344 9.381 7.748  0.17
H -21.455 9.681 8.950  0.18
H -19.887 9.197 9.378  0.14
H -22.965 7.660 8.217  0.11
H -22.060 6.128 8.019  0.11
H -21.855 7.623 6.886  0.11
H -21.121 7.387 9.817  0.15
H -19.210 7.160 7.353  0.15
H -19.598 5.827 8.251  0.14
H -19.481 6.099 10.854  0.08
H -17.985 6.828 11.214  0.08
H -18.091 5.351 10.250  0.07
C -19.076 2.760 15.278  -0.01
C -19.457 3.568 14.023  -0.31
C -19.384 2.765 12.739  -0.20
O -19.802 3.518 11.603  -0.20
C -19.672 2.731 10.375  -0.05
N -20.860 4.110 14.143  0.26
H -21.198 4.490 13.271  0.16
H -21.460 3.334 14.382  0.18
H -20.870 4.905 14.765  0.17
H -18.097 2.321 15.091  0.06
H -19.779 1.999 15.616  0.11
H -18.995 3.467 16.104  0.09
H -18.814 4.442 13.919  0.13
H -20.014 1.876 12.778  0.15
H -18.364 2.395 12.626  0.12
H -18.791 2.092 10.415  0.07
H -19.848 3.377 9.514  0.09
H -20.345 1.879 10.280  0.10
C -17.638 8.110 16.317  -0.02
C -18.015 8.897 15.039  -0.27
C -19.042 10.002 15.254  -0.22
O -18.383 11.106 15.800  -0.19
C -19.280 12.045 16.386  -0.05
N -16.747 9.466 14.363  0.23
H -16.195 8.726 13.952  0.05
H -16.802 10.142 13.615  0.16
H -16.124 9.835 15.066  0.16
H -18.504 7.699 16.835  0.10
H -17.162 8.754 17.056  0.10
H -17.060 7.223 16.056  0.06
H -18.525 8.221 14.353  0.13
H -19.890 9.657 15.846  0.15
H -19.445 10.287 14.283  0.13
H -19.501 11.676 17.387  0.10
H -20.280 12.112 15.959  0.10
H -18.846 13.044 16.437  0.11
C -7.676 5.211 9.263  -0.01
C -7.695 5.251 10.858  -0.28
C -8.632 4.205 11.415  -0.20
O -8.773 4.537 12.729  -0.16
C -9.893 5.304 13.158  -0.07
N -6.304 5.028 11.335  0.25
H -5.967 4.103 11.109  0.18
H -5.670 5.670 10.881  0.18
H -6.232 5.122 12.338  0.18
H -8.649 5.090 8.787  0.08
H -7.184 4.351 8.809  0.10
H -7.192 6.068 8.793  0.09
H -7.894 6.193 11.367  0.15
H -8.192 3.209 11.353  0.15
H -9.605 4.078 10.940  0.14
H -9.995 6.221 12.578  0.07
H -9.916 5.597 14.208  0.09
H -10.838 4.762 13.126  0.07
C -18.696 -3.803 14.884  -0.02
C -18.333 -2.776 13.817  -0.27
C -17.713 -1.534 14.516  -0.16
O -17.030 -0.674 13.549  -0.25
C -16.062 0.227 14.171  -0.12
N -17.310 -3.436 12.798  0.21
H -17.608 -4.378 12.589  0.15
H -17.092 -2.939 11.946  0.07
H -16.462 -3.573 13.330  0.14
H -17.963 -4.085 15.640  0.11
H -19.121 -4.664 14.369  0.11
H -19.463 -3.277 15.453  0.10
H -19.094 -2.479 13.096  0.14
H -16.984 -1.780 15.289  0.13
H -18.625 -1.131 14.957  0.13
H -15.322 -0.279 14.791  0.09
H -16.478 0.911 14.912  0.05
H -15.585 0.892 13.451  0.06
C -12.337 7.174 16.574  -0.04
C -11.243 8.222 16.874  -0.25
C -10.919 9.190 15.738  -0.15
O -9.754 10.028 16.089  -0.16
C -9.929 11.382 15.733  -0.09
N -11.787 9.109 18.013  0.24
H -11.161 9.829 18.344  0.17
H -12.502 9.728 17.659  0.17
H -12.044 8.613 18.854  0.18
H -12.734 6.638 17.436  0.08
H -11.980 6.306 16.020  0.06
H -13.210 7.570 16.055  0.08
H -10.401 7.719 17.351  0.16
H -11.823 9.693 15.395  0.13
H -10.477 8.620 14.921  0.13
H -9.007 11.890 15.452  0.11
H -10.373 11.919 16.572  0.10
H -10.585 11.544 14.878  0.08
C -16.154 9.496 7.784  -0.03
C -15.632 8.163 8.354  -0.27
C -14.304 7.743 7.584  -0.16
O -13.728 6.634 8.278  -0.20
C -12.882 5.903 7.352  -0.06
N -15.320 8.386 9.813  0.24
H -16.181 8.735 10.211  0.14
H -15.046 7.547 10.303  0.07
H -14.636 9.122 9.915  0.15
H -15.403 10.259 7.578  0.10
H -17.027 9.805 8.358  0.07
H -16.633 9.433 6.807  0.10
H -16.345 7.352 8.203  0.14
H -13.692 8.643 7.517  0.11
H -14.553 7.552 6.540  0.15
H -12.407 5.089 7.899  0.10
H -12.064 6.565 7.068  0.07
H -13.377 5.589 6.432  0.11
C -10.018 9.053 7.100  -0.03
C -10.523 9.169 8.512  -0.24
C -10.214 7.856 9.370  -0.14
O -10.398 8.067 10.758  -0.20
C -11.701 7.809 11.314  -0.08
N -9.840 10.457 9.157  0.26
H -8.882 10.240 9.391  0.17
H -9.967 11.334 8.672  0.18
H -10.273 10.663 10.046  0.15
H -10.391 9.912 6.544  0.11
H -10.460 8.207 6.574  0.09
H -8.947 8.894 6.974  0.11
H -11.575 9.445 8.444  0.13
H -9.226 7.431 9.193  0.11
H -10.864 7.054 9.021  0.11
H -11.826 8.129 12.348  0.09
H -11.932 6.749 11.216  0.08
H -12.477 8.250 10.689  0.06
C -15.674 -1.191 7.552  -0.02
C -15.220 -0.281 8.707  -0.29
C -15.559 1.244 8.540  -0.19
O -15.490 2.103 9.643  -0.20
C -15.545 3.482 9.392  -0.10
N -15.820 -0.824 10.001  0.18
H -15.467 -0.424 10.858  0.10
H -16.825 -0.717 9.994  0.08
H -15.780 -1.831 10.063  0.08
H -16.737 -1.047 7.356  0.09
H -15.541 -2.228 7.862  0.09
H -15.159 -1.035 6.605  0.11
H -14.143 -0.228 8.869  0.14
H -16.550 1.338 8.097  0.13
H -14.821 1.629 7.836  0.13
H -16.557 3.797 9.644  0.07
H -15.142 3.895 8.467  0.09
H -14.955 4.028 10.129  0.07
C -12.180 3.086 15.427  -0.01
C -12.825 3.375 16.796  -0.27
C -14.190 2.620 17.027  -0.17
O -14.866 2.857 18.277  -0.17
C -16.164 2.203 18.319  -0.06
N -11.917 3.328 18.010  0.27
H -11.107 3.887 17.782  0.17
H -12.337 3.802 18.796  0.17
H -11.677 2.401 18.332  0.19
H -11.726 2.099 15.526  0.10
H -11.464 3.779 14.985  0.06
H -12.947 2.980 14.660  0.08
H -13.108 4.428 16.794  0.11
H -14.103 1.545 16.867  0.13
H -14.872 2.906 16.226  0.10
H -16.089 1.122 18.431  0.10
H -16.846 2.303 17.475  0.06
H -16.671 2.623 19.188  0.11
C -15.786 4.659 13.438  -0.61
F -16.735 4.503 12.557  0.16
F -16.272 4.835 14.664  0.12
F -15.052 3.515 13.485  0.10
S -14.671 6.240 13.019  0.59
O -13.348 5.864 13.586  -0.33
O -14.599 6.369 11.536  -0.35
O -15.381 7.319 13.693  -0.35

The LUMO energy (spin up / spin down) comes out at -14.950 / -15.063 eV. Its total charge is +8. Its spin multiplicity is 2.